[1]
Molecular formula: C67H166Cl3N11
Method: DFT, wB97M-V/def2-TZVPD

Cartesian coordinates (Å):
C: 5.490 2.738 1.574
C: 5.072 3.696 0.515
N: 5.290 3.241 -0.883
C: 6.350 2.268 -1.085
C: 7.732 2.804 -0.703
C: 5.008 4.244 -1.893
C: 4.509 3.776 -3.199
H: 5.075 1.711 1.442
H: 5.100 3.064 2.561
H: 6.553 2.628 1.560
H: 4.048 3.970 0.539
H: 5.590 4.708 0.687
H: 6.040 1.392 -0.448
H: 6.237 1.960 -2.147
H: 7.986 3.775 -1.008
H: 7.814 2.844 0.390
H: 8.494 2.074 -1.113
H: 5.886 4.848 -2.129
H: 4.348 4.915 -1.422
H: 3.480 3.506 -3.096
H: 5.056 3.106 -3.847
H: 4.509 4.652 -3.914
C: -2.548 -2.408 4.800
C: -3.680 -2.050 3.809
N: -4.378 -0.820 4.221
C: -5.402 -0.360 3.405
C: -4.810 0.259 2.096
C: -4.904 -0.949 5.606
C: -6.051 -1.997 5.778
H: -1.868 -1.514 4.875
H: -2.075 -3.238 4.318
H: -2.847 -2.722 5.751
H: -3.322 -1.796 2.872
H: -4.316 -2.951 3.716
H: -5.850 0.378 4.058
H: -6.178 -1.073 3.257
H: -3.891 0.770 2.275
H: -5.522 0.955 1.680
H: -4.575 -0.496 1.379
H: -4.063 -1.181 6.257
H: -5.234 0.073 5.959
H: -5.910 -2.986 5.274
H: -6.189 -2.237 6.825
H: -6.969 -1.495 5.404
C: 1.479 7.923 -1.618
C: 2.663 7.235 -0.942
N: 2.926 7.566 0.421
C: 1.813 7.234 1.300
C: 1.562 5.774 1.449
C: 3.318 9.005 0.717
C: 4.407 9.433 -0.220
H: 0.585 7.603 -1.103
H: 1.285 7.680 -2.687
H: 1.465 8.957 -1.371
H: 2.589 6.074 -0.914
H: 3.685 7.625 -1.401
H: 2.008 7.670 2.234
H: 0.941 7.866 0.989
H: 2.519 5.267 1.718
H: 0.835 5.554 2.227
H: 1.198 5.413 0.474
H: 3.540 9.119 1.748
H: 2.508 9.670 0.657
H: 4.225 9.589 -1.301
H: 5.209 8.698 -0.152
H: 4.724 10.444 0.113
C: -1.841 5.079 6.636
C: -2.950 4.035 6.568
N: -3.091 3.375 5.352
C: -1.912 2.629 4.863
C: -1.498 1.395 5.686
C: -4.327 2.652 5.170
C: -5.306 3.254 4.160
H: -1.801 5.688 5.721
H: -0.819 4.595 6.765
H: -2.135 5.776 7.446
H: -2.860 3.302 7.417
H: -3.934 4.488 6.777
H: -2.017 2.382 3.790
H: -1.071 3.396 4.826
H: -1.418 1.737 6.747
H: -2.253 0.611 5.526
H: -0.566 1.098 5.292
H: -4.777 2.517 6.173
H: -4.037 1.609 4.840
H: -5.737 4.205 4.509
H: -6.200 2.570 4.017
H: -4.867 3.294 3.165
C: 4.662 -5.619 -1.869
C: 3.742 -4.424 -1.789
N: 4.534 -3.153 -1.568
C: 4.938 -2.633 -2.857
C: 6.368 -2.005 -2.831
C: 3.761 -2.204 -0.768
C: 3.676 -2.646 0.725
H: 5.169 -5.720 -2.797
H: 4.173 -6.582 -1.724
H: 5.515 -5.542 -1.115
H: 2.960 -4.373 -2.592
H: 3.150 -4.494 -0.879
H: 4.877 -3.411 -3.647
H: 4.178 -1.863 -3.216
H: 6.664 -1.679 -3.856
H: 6.248 -1.034 -2.245
H: 7.126 -2.672 -2.431
H: 2.615 -2.191 -1.102
H: 4.226 -1.207 -0.882
H: 3.166 -3.586 0.977
H: 3.237 -1.803 1.221
H: 4.732 -2.790 1.142
C: -0.277 -7.740 0.033
C: -1.699 -7.621 -0.351
N: -1.849 -8.254 -1.660
C: -1.688 -9.691 -1.473
C: -1.088 -10.443 -2.732
C: -3.131 -8.041 -2.316
C: -3.294 -6.581 -2.894
H: 0.297 -7.019 -0.548
H: 0.161 -8.743 -0.097
H: -0.097 -7.502 1.109
H: -2.375 -8.200 0.401
H: -2.075 -6.598 -0.386
H: -2.683 -10.131 -1.213
H: -1.073 -9.821 -0.665
H: -0.300 -9.750 -3.162
H: -1.786 -10.639 -3.582
H: -0.698 -11.436 -2.490
H: -3.163 -8.766 -3.110
H: -3.935 -8.361 -1.690
H: -2.836 -5.921 -2.244
H: -2.891 -6.646 -3.924
H: -4.320 -6.278 -2.867
C: -4.416 6.714 0.573
C: -2.926 6.663 0.484
N: -2.152 5.925 1.371
C: -2.082 6.340 2.816
C: -1.889 7.847 2.992
C: -2.298 4.479 1.378
C: -2.355 3.808 -0.009
H: -4.815 7.130 1.499
H: -4.898 5.758 0.517
H: -4.732 7.316 -0.261
H: -2.682 6.332 -0.559
H: -2.516 7.709 0.413
H: -3.001 5.991 3.438
H: -1.184 5.860 3.217
H: -1.891 8.020 4.027
H: -0.965 8.122 2.516
H: -2.745 8.371 2.591
H: -3.230 4.155 1.919
H: -1.524 4.071 1.979
H: -3.094 4.236 -0.746
H: -2.595 2.762 0.163
H: -1.371 3.869 -0.534
C: 2.120 -1.054 5.487
C: 2.386 -2.300 4.653
N: 1.150 -3.082 4.492
C: 0.819 -3.802 5.678
C: 1.664 -5.035 6.123
C: 1.044 -3.861 3.183
C: 0.544 -2.984 2.048
H: 2.968 -0.328 5.493
H: 1.910 -1.329 6.588
H: 1.218 -0.588 5.168
H: 2.597 -1.996 3.623
H: 3.211 -2.863 5.074
H: 0.824 -3.158 6.505
H: -0.197 -4.286 5.503
H: 1.268 -5.460 7.005
H: 1.621 -5.885 5.413
H: 2.637 -4.653 6.195
H: 0.351 -4.757 3.390
H: 1.998 -4.236 2.853
H: 0.438 -3.573 1.142
H: 1.161 -2.091 1.867
H: -0.447 -2.700 2.348
C: -1.322 -1.277 -6.564
C: -1.482 -0.031 -5.730
N: -1.404 1.152 -6.581
C: -0.214 1.199 -7.382
C: 1.067 0.826 -6.629
C: -1.666 2.437 -5.873
C: -3.137 2.621 -5.453
H: -0.284 -1.331 -7.009
H: -2.012 -1.159 -7.439
H: -1.564 -2.113 -5.908
H: -2.431 -0.039 -5.185
H: -0.688 0.032 -4.946
H: -0.322 0.554 -8.250
H: -0.114 2.144 -7.834
H: 1.924 0.818 -7.300
H: 1.227 1.477 -5.779
H: 1.001 -0.191 -6.350
H: -1.425 3.198 -6.600
H: -0.936 2.536 -5.042
H: -3.349 3.702 -5.282
H: -3.485 2.141 -4.579
H: -3.883 2.257 -6.251
C: -0.378 -5.770 -5.411
C: 0.819 -5.443 -4.483
N: 1.032 -3.989 -4.286
C: 1.561 -3.115 -5.313
C: 2.882 -3.588 -5.880
C: -0.246 -3.387 -3.803
C: -0.743 -4.022 -2.473
H: -0.235 -5.282 -6.380
H: -1.329 -5.325 -5.065
H: -0.535 -6.803 -5.487
H: 0.593 -5.763 -3.514
H: 1.688 -5.931 -4.844
H: 1.662 -2.150 -4.846
H: 0.762 -3.019 -6.144
H: 3.573 -3.758 -5.026
H: 3.345 -2.858 -6.475
H: 2.875 -4.439 -6.589
H: -0.141 -2.348 -3.653
H: -1.058 -3.446 -4.580
H: -0.100 -3.716 -1.590
H: -1.795 -3.632 -2.304
H: -0.834 -5.053 -2.618
C: -2.597 -0.769 -1.064
C: -1.266 -0.665 -0.288
N: -0.299 0.332 -0.784
C: 0.680 0.628 0.265
C: 0.124 0.986 1.618
C: 0.376 -0.134 -1.988
C: 1.428 0.853 -2.555
H: -3.207 -1.602 -0.647
H: -2.374 -0.975 -2.110
H: -3.143 0.160 -1.090
H: -1.578 -0.529 0.750
H: -0.793 -1.653 -0.370
H: 1.448 -0.119 0.353
H: 1.205 1.503 -0.061
H: -0.033 0.123 2.243
H: 0.804 1.665 2.076
H: -0.839 1.500 1.548
H: -0.456 -0.388 -2.600
H: 0.867 -1.183 -1.848
H: 0.917 1.790 -2.839
H: 1.911 0.481 -3.492
H: 2.175 1.135 -1.829
Cl: -7.138 -5.753 -1.149
C: -5.927 -4.470 -1.158
Cl: -6.350 -3.238 0.023
Cl: -5.823 -3.703 -2.761
H: -5.004 -4.902 -0.934

Calculated total energy ... -4634.8535 Eh
HOMO ... -7.623 eV
SMILES ... CCN(CC)CC.CCN(CC)CC.CCN(CC)CC.CCN(CC)CC.CCN(CC)CC.CCN(CC)CC.CCN(CC)CC.CCN(CC)CC.CCN(CC)CC.CCN(CC)CC.CCN(CC)CC.ClC(Cl)Cl
Strongest force on any atom ... 4.0 eV Å⁻¹
HOMO-LUMO gap ... 8.012 eV

=====

[2]
Molecular formula: C35H96N8O9
Method: DFT, wB97M-V/def2-TZVPD

Cartesian coordinates (Å):
C: -1.122 -4.525 7.322
O: -0.267 -3.970 6.327
C: 0.560 -4.929 5.707
C: 1.467 -4.166 4.734
C: 0.740 -3.317 3.713
N: 2.264 -5.134 3.989
H: -1.754 -5.353 6.994
H: -1.811 -3.728 7.600
H: -0.473 -4.764 8.166
H: 1.223 -5.493 6.375
H: -0.049 -5.653 5.154
H: 2.164 -3.539 5.308
H: 1.475 -2.904 3.023
H: 0.178 -2.517 4.198
H: -0.006 -3.943 3.215
H: 2.832 -5.702 4.601
H: 2.765 -4.843 3.159
C: -0.238 -2.444 0.128
O: 0.307 -1.868 -1.027
C: 0.926 -0.635 -0.784
C: 1.097 0.144 -2.073
C: 1.979 -0.640 -3.066
N: 1.742 1.420 -1.806
H: -0.758 -1.669 0.711
H: 0.455 -2.906 0.843
H: -0.935 -3.207 -0.218
H: 0.402 -0.048 -0.017
H: 1.914 -0.781 -0.327
H: 0.128 0.360 -2.544
H: 2.975 -0.585 -2.618
H: 1.915 -0.180 -4.049
H: 1.700 -1.692 -3.086
H: 1.253 1.946 -1.099
H: 1.911 1.987 -2.621
C: -2.676 1.264 1.228
O: -3.435 0.113 0.852
C: -3.192 -0.277 -0.489
C: -3.881 -1.620 -0.675
C: -3.655 -2.249 -2.021
N: -5.352 -1.368 -0.484
H: -3.252 1.666 2.069
H: -2.673 2.043 0.466
H: -1.706 0.988 1.651
H: -3.486 0.387 -1.312
H: -2.106 -0.413 -0.596
H: -3.548 -2.309 0.109
H: -4.164 -3.217 -2.062
H: -2.594 -2.455 -2.200
H: -4.023 -1.739 -2.912
H: -5.414 -0.755 0.327
H: -5.730 -2.254 -0.154
C: -3.053 4.017 -1.823
O: -3.506 3.521 -3.058
C: -2.606 2.581 -3.616
C: -3.328 1.879 -4.764
C: -2.892 0.445 -5.019
N: -3.135 2.680 -6.009
H: -3.807 4.679 -1.393
H: -2.204 4.668 -2.057
H: -2.815 3.280 -1.049
H: -1.690 3.108 -3.902
H: -2.360 1.781 -2.903
H: -4.404 1.928 -4.591
H: -3.517 -0.134 -4.330
H: -1.822 0.247 -5.016
H: -3.236 0.041 -5.977
H: -3.846 2.408 -6.683
H: -3.329 3.670 -5.877
C: 5.678 1.537 4.259
O: 4.289 1.506 4.576
C: 3.458 1.397 3.441
C: 2.241 0.558 3.781
C: 1.312 0.285 2.622
N: 1.409 1.340 4.751
H: 6.167 2.122 5.036
H: 5.935 2.014 3.312
H: 6.008 0.497 4.269
H: 3.153 2.369 3.041
H: 3.977 0.868 2.630
H: 2.514 -0.401 4.234
H: 1.768 -0.391 1.886
H: 0.894 1.104 2.039
H: 0.475 -0.308 3.004
H: 0.946 0.651 5.344
H: 2.019 1.795 5.433
C: 0.218 3.865 1.001
O: 1.027 4.996 0.827
C: 1.453 5.255 -0.514
C: 0.307 5.390 -1.502
C: 0.739 5.678 -2.919
N: -0.485 6.578 -1.066
H: -0.790 4.004 0.590
H: -0.015 3.706 2.056
H: 0.719 2.982 0.604
H: 2.114 6.119 -0.490
H: 2.097 4.398 -0.778
H: -0.339 4.512 -1.492
H: -0.180 5.727 -3.504
H: 1.408 4.898 -3.289
H: 1.264 6.632 -3.012
H: 0.066 7.388 -1.339
H: -0.459 6.609 -0.046
C: 3.473 3.045 -4.352
O: 2.108 2.811 -4.719
C: 1.839 2.234 -5.984
C: 1.704 3.245 -7.110
C: 1.028 2.588 -8.304
N: 3.055 3.687 -7.488
H: 3.709 2.744 -3.332
H: 3.653 4.117 -4.460
H: 4.101 2.489 -5.051
H: 2.642 1.523 -6.227
H: 0.979 1.568 -5.875
H: 1.142 4.095 -6.704
H: 1.519 1.655 -8.574
H: 0.899 3.241 -9.169
H: -0.013 2.360 -8.050
H: 3.469 4.129 -6.676
H: 3.048 4.359 -8.245
C: -3.440 -4.631 2.800
O: -3.869 -3.328 3.092
C: -2.904 -2.492 3.693
C: -3.645 -1.408 4.506
C: -4.413 -2.004 5.676
N: -4.507 -0.607 3.629
H: -4.318 -5.279 2.894
H: -2.720 -5.056 3.507
H: -3.061 -4.732 1.777
H: -2.274 -3.057 4.389
H: -2.290 -1.972 2.947
H: -2.883 -0.728 4.896
H: -3.645 -2.440 6.326
H: -5.161 -2.733 5.368
H: -4.899 -1.293 6.347
H: -3.888 -0.232 2.920
H: -5.139 -1.249 3.157
C: 3.470 -3.548 -0.241
C: 3.718 -4.876 0.517
C: 4.720 -5.789 -0.191
O: 4.132 -4.506 1.827
H: 3.007 -3.680 -1.221
H: 4.415 -3.028 -0.413
H: 2.812 -2.967 0.402
H: 2.768 -5.403 0.612
H: 5.630 -5.201 -0.339
H: 4.313 -6.028 -1.174
H: 4.910 -6.706 0.359
H: 4.897 -3.924 1.816

Calculated total energy ... -2506.1239 Eh
HOMO ... -8.642 eV
SMILES ... COC[C@H](C)N.COC[C@H](C)N.COC[C@H](C)N.COC[C@H](C)N.COC[C@H](C)N.COC[C@H](C)N.COC[C@H](C)N.COC[C@H](C)N.CC(C)O
Strongest force on any atom ... 2.3 eV Å⁻¹
HOMO-LUMO gap ... 9.082 eV

=====

[3]
Molecular formula: C5H8N2
Method: DFT, wB97M-V/def2-TZVPD

Cartesian coordinates (Å):
C: -0.012 1.778 0.043
C: 0.282 0.360 -0.038
C: 1.720 -0.039 -0.074
N: 2.756 -0.514 0.010
C: -0.364 -0.633 -1.076
N: -0.401 -1.685 -0.005
C: -0.290 -0.642 0.997
H: -1.069 1.869 -0.094
H: 0.519 2.315 -0.749
H: 0.292 2.099 0.975
H: -1.402 -0.402 -1.320
H: 0.131 -1.055 -1.913
H: -1.219 -2.219 -0.136
H: 0.286 -0.965 1.903
H: -1.229 -0.269 1.478

Calculated total energy ... -304.7589 Eh
HOMO ... -9.392 eV
SMILES ... CC1(C#N)CNC1
Strongest force on any atom ... 4.1 eV Å⁻¹
HOMO-LUMO gap ... 10.163 eV

=====

[4]
Molecular formula: C25H46N2NiPS6Sb2
Method: DFT, wB97M-V/def2-TZVPD

Cartesian coordinates (Å):
Ni: -0.844 -0.379 0.878
C: -4.179 2.826 -1.309
Sb: -2.111 2.522 -0.794
C: -2.565 1.843 1.211
C: -1.799 4.596 -0.187
C: -1.292 5.417 -1.349
C: -2.201 5.869 -2.306
C: -1.783 6.529 -3.452
C: -0.428 6.732 -3.663
C: 0.485 6.306 -2.709
C: 0.077 5.676 -1.533
C: 1.095 5.320 -0.489
Sb: 1.390 3.140 -0.372
C: 1.255 2.748 -2.482
C: 3.535 3.179 -0.510
H: -4.673 3.402 -0.527
H: -4.686 1.866 -1.424
H: -4.239 3.366 -2.254
H: -2.652 2.683 1.900
H: -1.744 1.198 1.564
H: -3.490 1.267 1.217
H: -1.111 4.575 0.656
H: -2.777 4.939 0.153
H: -3.261 5.695 -2.145
H: -2.508 6.879 -4.176
H: -0.081 7.228 -4.561
H: 1.543 6.498 -2.854
H: 0.800 5.614 0.518
H: 2.078 5.730 -0.715
H: 2.008 3.357 -2.983
H: 0.271 2.997 -2.873
H: 1.467 1.692 -2.659
H: 3.819 4.039 -1.117
H: 3.860 2.267 -1.013
H: 4.018 3.246 0.464
C: -0.578 -0.180 5.061
N: -0.532 -0.173 3.592
C: -1.040 -1.000 2.694
S: 1.283 0.219 0.890
N: -1.846 -2.004 3.007
C: -2.487 -2.397 4.268
H: 0.282 0.377 5.421
H: -0.514 -1.190 5.451
H: -1.480 0.303 5.435
H: 0.060 0.540 3.202
H: -2.049 -2.618 2.238
H: -1.861 -3.075 4.847
H: -3.412 -2.911 4.021
H: -2.737 -1.529 4.865
C: 3.684 -4.926 -0.065
S: 3.076 -3.891 1.297
C: 4.105 -2.484 1.074
C: 3.764 -1.346 0.439
S: 2.229 -1.068 -0.390
S: 4.955 -0.074 0.429
C: 6.195 -0.921 1.311
S: 7.643 -0.277 1.658
S: 5.702 -2.526 1.767
H: 3.189 -5.891 0.036
H: 4.760 -5.062 0.020
H: 3.426 -4.474 -1.020
C: -4.815 -3.041 -0.023
C: -4.035 -1.765 0.305
P: -2.286 -1.679 -0.284
C: -2.524 -1.158 -2.024
C: -1.204 -1.031 -2.794
C: -1.806 -3.450 -0.428
C: -0.293 -3.678 -0.438
H: -5.874 -2.886 0.186
H: -4.487 -3.888 0.580
H: -4.718 -3.318 -1.074
H: -4.034 -1.586 1.383
H: -4.540 -0.905 -0.147
H: -3.016 -0.184 -1.983
H: -3.200 -1.862 -2.514
H: -0.471 -0.461 -2.217
H: -1.361 -0.518 -3.741
H: -0.776 -2.011 -3.010
H: -2.277 -3.856 -1.324
H: -2.234 -3.967 0.436
H: 0.167 -3.308 -1.354
H: -0.069 -4.742 -0.351
H: 0.181 -3.163 0.396

Calculated total energy ... -5808.6935 Eh
HOMO (spin up / spin down) ... -9.409 / -9.411 eV
Net charge ... +1
Strongest force on any atom ... 1.7 eV Å⁻¹
HOMO-LUMO gap (spin up / spin down) ... 5.250 / 5.258 eV